# 1
Entry from the Open Molecules 2025 dataset: a structure of composition C24H19N6NiO2SSe in a non-equilibrium geometry (ωB97M-V/def2-TZVPD).

As for the charge: +1. For the LUMO energy (spin up / spin down), the calculation gives -4.57 / -4.72 eV. The expectation value of S² is 2.016. The value obtained for the molar mass is 593.18 g mol⁻¹. The calculation puts the strongest force on any atom at 4.447 eV/Å. Its spin multiplicity is 3.

```
54
C24H19N6NiO2SSe | the Open Molecules 2025 dataset | ωB97M-V/def2-TZVPD
Ni 9.599 7.719 6.716
O 8.377 9.923 9.622
S 9.349 8.789 9.835
O 9.294 8.135 11.146
N 8.927 7.720 8.651
C 7.682 7.110 8.790
C 6.748 7.188 9.899
C 5.607 6.313 9.871
C 5.461 5.354 8.880
C 6.336 5.339 7.742
C 6.071 4.537 6.594
C 6.998 4.533 5.587
C 8.025 5.464 5.559
N 8.260 6.271 6.630
C 7.403 6.233 7.667
C 11.129 9.201 9.744
C 11.891 8.922 10.970
C 13.241 9.230 10.924
C 13.799 9.857 9.754
C 12.940 10.343 8.767
C 11.602 9.899 8.732
H 7.047 7.892 10.683
H 4.912 6.404 10.696
H 4.762 4.558 8.874
H 5.156 3.928 6.567
H 6.971 3.793 4.759
H 8.677 5.587 4.736
H 11.489 8.318 11.712
H 13.879 8.994 11.844
H 14.907 9.901 9.655
H 13.306 10.908 7.910
H 11.030 10.036 7.790
N 8.197 10.430 6.777
C 7.439 11.190 5.977
C 7.561 10.677 4.687
C 8.375 9.579 4.829
N 9.000 9.586 6.070
H 8.365 10.564 7.773
H 6.764 11.959 6.312
H 7.021 10.853 3.756
H 8.647 8.811 4.118
Se 11.428 5.639 6.438
N 11.316 7.390 6.047
C 12.434 7.861 5.480
C 12.685 9.214 5.174
C 13.891 9.454 4.515
C 14.840 8.414 4.234
C 14.667 7.117 4.676
C 13.481 6.802 5.398
N 13.151 5.580 5.788
H 12.066 9.983 5.402
H 14.207 10.462 4.197
H 15.651 8.765 3.609
H 15.514 6.402 4.670
```

Atomic charges from the natural (NBO) analysis, expressed in e, are listed below: number 1, Ni, carries 1.406; number 2, O, carries -0.967; number 3, S, carries 2.232; number 4, O, carries -0.940; number 5, N, carries -1.041; number 6, C, carries 0.149; number 7, C, carries -0.222; number 8, C, carries -0.162; number 9, C, carries -0.219; number 10, C, carries -0.097; number 11, C, carries -0.063; number 12, C, carries -0.282; number 13, C, carries 0.065; number 14, N, carries -0.603; number 15, C, carries 0.197; number 16, C, carries -0.280; number 17, C, carries -0.161; number 18, C, carries -0.203; number 19, C, carries -0.174; number 20, C, carries -0.211; number 21, C, carries -0.223; number 22, H, carries 0.263; number 23, H, carries 0.235; number 24, H, carries 0.222; number 25, H, carries 0.239; number 26, H, carries 0.244; number 27, H, carries 0.207; number 28, H, carries 0.257; number 29, H, carries 0.242; number 30, H, carries 0.234; number 31, H, carries 0.221; number 32, H, carries 0.218; number 33, N, carries -0.309; number 34, C, carries 0.023; number 35, C, carries -0.334; number 36, C, carries -0.009; number 37, N, carries -0.449; number 38, H, carries 0.467; number 39, H, carries 0.248; number 40, H, carries 0.256; number 41, H, carries 0.218; number 42, Se, carries 0.968; number 43, N, carries -0.854; number 44, C, carries 0.188; number 45, C, carries -0.245; number 46, C, carries -0.125; number 47, C, carries -0.195; number 48, C, carries -0.177; number 49, C, carries 0.092; number 50, N, carries -0.507; number 51, H, carries 0.232; number 52, H, carries 0.236; number 53, H, carries 0.239; number 54, H, carries 0.254

---

# 2
Entry from the Open Molecules 2025 dataset: a structure of composition C4H5O5Sn in a non-equilibrium geometry (ωB97M-V/def2-TZVPD).

As for the charge: 0. For the LUMO energy (spin up / spin down), the calculation gives 0.10 / -0.05 eV. The expectation value of S² is 0.754. The value obtained for the molar mass is 251.79 g mol⁻¹. The calculation puts the strongest force on any atom at 6.922 eV/Å. Its spin multiplicity is 2.

```
15
C4H5O5Sn | the Open Molecules 2025 dataset | ωB97M-V/def2-TZVPD
O 1.636 -0.450 -0.619
O 2.334 1.582 -1.225
C 1.797 0.805 -0.439
C 1.138 1.388 0.813
O 0.608 0.349 1.617
C -0.183 0.796 2.709
Sn 0.842 -1.488 0.838
H 0.331 2.068 0.499
H 1.879 1.969 1.383
H -0.855 -0.023 2.987
H 0.461 1.056 3.562
H -0.776 1.673 2.414
O -1.242 -1.117 -0.062
C -1.778 -0.855 -1.065
O -2.386 -0.579 -2.006
```

Atomic charges from the natural (NBO) analysis, expressed in e, are listed below: number 1, O, carries -0.826; number 2, O, carries -0.604; number 3, C, carries 0.757; number 4, C, carries -0.196; number 5, O, carries -0.624; number 6, C, carries -0.255; number 7, Sn, carries 0.708; number 8, H, carries 0.210; number 9, H, carries 0.224; number 10, H, carries 0.213; number 11, H, carries 0.207; number 12, H, carries 0.197; number 13, O, carries -0.605; number 14, C, carries 1.058; number 15, O, carries -0.463

---

# 3
Entry from the Open Molecules 2025 dataset: a cluster of 3 separate species, CH6FN4O in total in a non-equilibrium geometry (ωB97M-V/def2-TZVPD).

As for the charge: +1. For the LUMO energy (spin up / spin down), the calculation gives -5.54 / -5.54 eV. The value obtained for the molar mass is 109.08 g mol⁻¹. The calculation puts the strongest force on any atom at 5.405 eV/Å.

```
13
CH6FN4O | the Open Molecules 2025 dataset | ωB97M-V/def2-TZVPD
C 0.007 0.463 0.795
N -2.048 -0.518 0.168
N 2.241 -0.708 -0.033
N -0.951 -0.266 0.767
N 3.394 -0.306 -0.328
O 1.149 0.715 0.971
F -3.962 1.403 -0.734
H -2.194 -0.101 -0.815
H -2.916 -0.667 0.636
H 2.178 -1.425 0.726
H -4.722 1.589 -1.305
H 4.231 -0.372 0.329
H 3.595 0.192 -1.177
```

Atomic charges from the natural (NBO) analysis, expressed in e, are listed below: number 1, C, carries 0.759; number 2, N, carries -0.582; number 3, N, carries -0.104; number 4, N, carries -0.233; number 5, N, carries -0.359; number 6, O, carries -0.512; number 7, F, carries -0.579; number 8, H, carries 0.398; number 9, H, carries 0.409; number 10, H, carries 0.397; number 11, H, carries 0.581; number 12, H, carries 0.405; number 13, H, carries 0.419

---

# 4
Entry from the Open Molecules 2025 dataset: a structure of composition C27H20ClFGdN11O4 in a non-equilibrium geometry (ωB97M-V/def2-TZVPD).

As for the charge: -2. For the LUMO energy (spin up / spin down), the calculation gives 3.88 / 2.66 eV. The expectation value of S² is 16.004. The value obtained for the molar mass is 774.23 g mol⁻¹. The calculation puts the strongest force on any atom at 3.651 eV/Å. Its spin multiplicity is 8.

```
65
C27H20ClFGdN11O4 | the Open Molecules 2025 dataset | ωB97M-V/def2-TZVPD
Gd -17.331 -5.300 -4.894
Cl -14.545 -3.119 -11.871
C -15.331 -3.772 -10.497
C -16.184 -4.921 -10.641
C -16.762 -5.543 -9.543
C -16.525 -5.081 -8.233
O -17.160 -5.565 -7.223
C -15.618 -3.935 -8.103
C -15.064 -3.542 -6.844
N -14.998 -4.325 -5.778
C -13.944 -4.451 -4.921
C -12.691 -3.794 -5.225
C -11.593 -3.886 -4.346
C -11.721 -4.779 -3.297
C -12.922 -5.473 -2.975
C -13.054 -6.258 -1.793
C -14.232 -6.811 -1.374
C -15.326 -6.622 -2.257
N -15.269 -5.833 -3.349
C -14.084 -5.318 -3.779
C -15.157 -3.258 -9.223
H -16.291 -5.242 -11.695
H -17.527 -6.319 -9.712
H -14.817 -2.452 -6.766
H -12.668 -3.073 -6.072
H -10.639 -3.486 -4.615
H -10.806 -5.036 -2.727
H -12.100 -6.397 -1.293
H -14.399 -7.268 -0.368
H -16.241 -7.231 -2.130
H -14.625 -2.356 -9.081
C -15.268 -12.424 -4.474
O -16.257 -12.235 -5.504
C -16.857 -11.047 -5.695
C -17.946 -11.075 -6.614
C -18.698 -9.991 -6.851
C -18.270 -8.738 -6.428
C -19.146 -7.534 -6.552
C -19.970 -7.355 -7.779
O -19.132 -6.724 -5.577
C -17.039 -8.644 -5.649
O -16.642 -7.521 -5.162
C -16.353 -9.823 -5.261
H -15.397 -13.490 -4.157
H -15.516 -11.767 -3.598
H -14.257 -12.168 -4.855
H -18.144 -12.022 -7.082
H -19.652 -10.113 -7.357
H -21.056 -7.183 -7.538
H -19.899 -8.271 -8.415
H -19.537 -6.579 -8.438
H -15.477 -9.817 -4.616
N -18.840 -3.375 -1.809
C -19.204 -4.668 -2.007
N -20.102 -5.262 -1.211
N -20.004 -6.582 -1.669
N -19.166 -6.736 -2.614
N -18.613 -5.477 -2.931
C -17.670 -2.806 -2.291
N -17.247 -1.623 -1.872
N -16.154 -1.370 -2.622
N -15.987 -2.287 -3.510
N -16.874 -3.286 -3.265
H -19.405 -2.847 -1.183
F -18.612 -3.744 -5.564
```

Atomic charges from the Löwdin analysis, expressed in e, are listed below: number 1, Gd, carries 1.516; number 2, Cl, carries 0.609; number 3, C, carries -0.722; number 4, C, carries -0.107; number 5, C, carries -0.020; number 6, C, carries -0.325; number 7, O, carries -0.166; number 8, C, carries -0.126; number 9, C, carries -0.060; number 10, N, carries 0.028; number 11, C, carries -0.198; number 12, C, carries -0.011; number 13, C, carries -0.101; number 14, C, carries -0.078; number 15, C, carries -0.158; number 16, C, carries -0.040; number 17, C, carries -0.056; number 18, C, carries -0.095; number 19, N, carries 0.041; number 20, C, carries -0.156; number 21, C, carries -0.086; number 22, H, carries 0.094; number 23, H, carries 0.109; number 24, H, carries 0.146; number 25, H, carries 0.104; number 26, H, carries 0.083; number 27, H, carries 0.100; number 28, H, carries 0.100; number 29, H, carries 0.113; number 30, H, carries 0.117; number 31, H, carries 0.095; number 32, C, carries -0.080; number 33, O, carries -0.115; number 34, C, carries -0.299; number 35, C, carries -0.068; number 36, C, carries -0.086; number 37, C, carries -0.088; number 38, C, carries -0.339; number 39, C, carries -0.010; number 40, O, carries -0.107; number 41, C, carries -0.325; number 42, O, carries -0.204; number 43, C, carries 0.050; number 44, H, carries 0.090; number 45, H, carries 0.094; number 46, H, carries 0.092; number 47, H, carries 0.092; number 48, H, carries 0.108; number 49, H, carries 0.103; number 50, H, carries 0.072; number 51, H, carries 0.083; number 52, H, carries 0.105; number 53, N, carries 0.123; number 54, C, carries -0.495; number 55, N, carries 0.010; number 56, N, carries -0.141; number 57, N, carries -0.084; number 58, N, carries -0.102; number 59, C, carries -0.480; number 60, N, carries -0.015; number 61, N, carries -0.148; number 62, N, carries -0.096; number 63, N, carries -0.068; number 64, H, carries 0.118; number 65, F, carries -0.538